1.
{"formula": "C2H5N5S", "method": "wB97M-V/def2-TZVPD", "e_homo_ev": -7.4, "smiles": "N/N=c1/nc(S)[nH][nH]1", "e_tot_ha": -750.96146, "de_lowest_ev": 4.906, "lumo_energy_ev": 0.11, "gap_ev": 7.477, "multiplicity": 1, "elements": ["C", "C", "H", "H", "H", "H", "H", "N", "N", "N", "N", "N", "S"], "coordinates": [[0.427, -0.464, 0.429], [-1.593, -0.213, 0.022], [2.618, 0.390, 0.630], [3.501, -0.535, -0.867], [-3.398, -1.641, -0.489], [-1.907, 1.820, -0.025], [1.151, 1.407, 0.043], [2.493, -0.042, -0.320], [1.561, -1.007, -0.160], [-0.790, -1.235, 0.487], [-1.093, 0.922, -0.182], [0.272, 0.839, 0.522], [-3.242, -0.242, -0.089]], "forces_ev_per_a": [[4.05, -6.70, -3.41], [0.96, -7.77, 2.74], [1.50, -0.63, -1.41], [-3.98, 2.17, 2.89], [0.36, 2.28, 0.75], [3.79, -3.04, -0.33], [-2.95, -1.77, 0.46], [4.51, 0.37, -1.03], [-4.99, -0.16, 2.57], [-0.62, 4.10, -1.60], [1.40, 8.54, 0.48], [-0.45, 5.42, -1.04], [-3.57, -2.81, -1.08]]}


2.
{"formula": "C5H5Cl3N4O2", "method": "wB97M-V/def2-TZVPD", "e_homo_ev": -10.4, "smiles": "NC(=O)O[C@@H](n1cncn1)C(Cl)(Cl)Cl", "e_tot_ha": -1943.59917, "de_lowest_ev": 0.000, "lumo_energy_ev": 0.31, "gap_ev": 10.733, "multiplicity": 1, "elements": ["C", "C", "C", "C", "C", "N", "N", "N", "N", "O", "O", "Cl", "Cl", "Cl", "H", "H", "H", "H", "H"], "coordinates": [[0.677, -3.395, -0.513], [-0.392, -1.865, 0.543], [-0.202, 1.702, 0.380], [1.306, -0.077, 0.432], [2.838, 0.214, -0.055], [-0.490, -3.116, 0.089], [1.466, -2.400, -0.494], [0.871, -1.396, 0.206], [-0.465, 2.774, -0.440], [-0.624, 1.609, 1.491], [0.511, 0.835, -0.354], [2.932, 0.185, -1.803], [4.059, -0.928, 0.666], [3.056, 1.937, 0.541], [0.868, -4.351, -1.017], [-1.079, -1.282, 1.074], [1.312, 0.292, 1.378], [-1.099, 3.451, -0.151], [-0.116, 2.794, -1.293]], "forces_ev_per_a": [[-1.37, -0.38, 0.01], [2.40, -2.17, -1.60], [-1.23, 2.53, -1.86], [2.34, 0.43, -4.28], [-0.98, -0.13, 0.60], [-2.15, 1.05, 1.47], [3.71, 2.40, -0.46], [-2.34, -2.39, 0.27], [-0.76, -1.54, 4.38], [0.30, -0.92, 1.08], [0.96, -1.56, 0.69], [0.22, -0.01, 0.12], [-1.07, 1.12, -0.32], [0.44, -1.00, -0.25], [0.12, 0.69, 0.35], [-0.99, 0.55, 0.63], [-0.46, 0.17, 3.19], [-1.00, 1.05, 0.58], [1.87, 0.13, -4.60]]}


3.
{"formula": "C7H9N2OP", "method": "wB97M-V/def2-TZVPD", "e_homo_ev": -8.5, "e_tot_ha": -798.16816, "de_lowest_ev": 1.610, "lumo_energy_ev": 0.49, "gap_ev": 9.000, "multiplicity": 1, "elements": ["C", "C", "C", "C", "C", "C", "C", "N", "N", "O", "P", "H", "H", "H", "H", "H", "H", "H", "H", "H"], "coordinates": [[2.552, 1.453, -0.269], [3.323, 0.413, 0.177], [1.244, -0.234, -0.075], [-2.371, -0.052, -1.119], [-1.329, -0.860, -1.318], [-2.461, 0.624, 0.257], [-1.756, -0.095, 1.364], [1.256, 1.042, -0.454], [2.520, -0.645, 0.248], [0.229, -2.752, 0.207], [-0.148, -1.333, 0.014], [2.990, 2.383, -0.437], [4.294, 0.282, 0.473], [-3.015, 0.187, -1.834], [-1.364, -1.198, -2.363], [-2.174, 1.701, 0.254], [-3.469, 0.830, 0.397], [-0.928, 0.604, 1.848], [-2.228, -0.850, 1.925], [2.833, -1.503, 0.703]], "forces_ev_per_a": [[0.12, -1.46, 0.27], [-1.59, 0.69, -0.69], [1.02, 0.32, -0.56], [4.30, -0.45, 4.88], [-0.48, -0.40, -1.48], [0.46, 0.67, -0.74], [5.13, 1.08, -1.64], [0.35, -0.36, 0.58], [-1.00, -1.26, 0.92], [0.13, 0.27, 0.08], [-3.85, 1.90, 0.61], [-0.18, 1.66, -0.50], [2.33, 0.23, 0.45], [-2.64, 1.00, -2.96], [0.94, -0.54, 0.52], [0.78, -0.73, -0.56], [-2.39, -0.45, 0.92], [-2.15, -1.78, -0.42], [-0.52, -0.54, 0.80], [-0.76, 0.16, -0.50]]}


4.
{"formula": "C46H92BBr2ClFN3O6PS", "method": "wB97M-V/def2-TZVPD", "e_homo_ev": -10.9, "e_tot_ha": -8895.15511, "lumo_energy_ev": -3.49, "charge": 1, "gap_ev": 7.395, "multiplicity": 1, "elements": ["C", "N", "C", "B", "O", "C", "P", "N", "O", "C", "Br", "C", "C", "C", "C", "S", "O", "O", "Cl", "C", "F", "N", "C", "C", "C", "O", "C", "C", "C", "C", "C", "C", "C", "C", "C", "C", "O", "Br", "H", "H", "H", "H", "H", "H", "H", "H", "H", "H", "H", "H", "H", "H", "H", "H", "H", "H", "H", "H", "H", "H", "H", "H", "H", "H", "H", "H", "H", "H", "H", "H", "H", "H", "H", "H", "C", "C", "C", "C", "C", "C", "H", "H", "H", "H", "H", "H", "H", "H", "H", "H", "H", "H", "H", "H", "C", "C", "C", "C", "C", "C", "H", "H", "H", "H", "H", "H", "H", "H", "H", "H", "H", "H", "H", "H", "C", "C", "C", "C", "C", "C", "H", "H", "H", "H", "H", "H", "H", "H", "H", "H", "H", "H", "H", "H", "C", "C", "C", "C", "C", "C", "H", "H", "H", "H", "H", "H", "H", "H", "H", "H", "H", "H", "H", "H"], "coordinates": [[1.855, 3.518, 4.767], [0.734, 4.422, 4.307], [-0.234, 4.639, 5.485], [-0.054, 3.833, 3.142], [-0.658, 2.480, 3.411], [-0.312, 4.650, 1.687], [1.042, 5.947, 1.561], [2.521, 5.554, 2.063], [-1.559, 5.391, 2.082], [-2.410, 5.671, 0.933], [-2.611, 7.717, 1.036], [-3.899, 5.147, 1.278], [-5.146, 5.820, 0.461], [-6.488, 4.904, 0.861], [-6.846, 3.858, -0.349], [-6.778, 2.044, 0.121], [-7.881, 1.330, -0.749], [-5.406, 1.459, -0.394], [-7.091, 1.641, 2.144], [-1.746, 5.448, -0.504], [-2.690, 5.947, -1.525], [-1.113, 4.078, -0.833], [-2.163, 3.118, -1.268], [-2.843, 3.042, -2.691], [-2.493, 3.989, -3.938], [-3.755, 4.275, -4.699], [0.007, 4.397, -1.753], [0.593, 3.420, -2.863], [0.242, 1.903, -3.336], [0.936, 1.052, -4.559], [2.094, 1.771, -5.484], [2.485, 3.332, -5.066], [1.777, 4.132, -3.824], [-0.522, 3.559, 0.505], [0.609, 2.397, 0.360], [2.172, 2.760, 0.528], [2.745, 2.516, 1.743], [3.485, 3.430, -0.824], [1.581, 2.384, 4.849], [2.788, 3.754, 4.098], [2.135, 3.873, 5.871], [-0.327, 3.702, 6.183], [0.217, 5.511, 6.133], [-1.302, 4.979, 5.150], [-1.516, 2.660, 3.921], [0.622, 7.075, 2.406], [1.164, 6.481, 0.230], [2.773, 6.172, 2.890], [-4.039, 3.961, 1.297], [-4.089, 5.452, 2.420], [-5.431, 6.921, 0.826], [-5.086, 5.767, -0.703], [-7.435, 5.615, 0.990], [-6.344, 4.372, 1.919], [-6.162, 3.976, -1.314], [-7.951, 4.096, -0.734], [-0.867, 6.264, -0.526], [-3.058, 3.218, -0.479], [-1.747, 2.024, -1.009], [-4.032, 3.127, -2.563], [-2.722, 1.923, -3.105], [-1.924, 4.983, -3.750], [-1.826, 3.364, -4.706], [-3.692, 5.215, -5.039], [-0.294, 5.376, -2.374], [0.915, 4.772, -1.074], [-0.604, 1.353, -2.727], [0.579, -0.071, -4.745], [2.571, 1.185, -6.381], [3.288, 3.860, -5.752], [2.133, 5.257, -3.646], [-1.462, 2.946, 0.940], [0.382, 1.581, 1.208], [0.511, 1.742, -0.634], [-7.584, -1.821, 8.356], [-6.484, -2.143, 7.357], [-6.002, -0.916, 6.577], [-7.067, -0.243, 5.702], [-7.717, -1.151, 4.653], [-6.727, -1.683, 3.627], [-8.482, -1.439, 7.863], [-7.867, -2.725, 8.908], [-7.244, -1.076, 9.084], [-6.826, -2.924, 6.672], [-5.630, -2.565, 7.901], [-5.147, -1.208, 5.955], [-5.617, -0.173, 7.285], [-6.604, 0.612, 5.192], [-7.853, 0.177, 6.338], [-8.489, -0.575, 4.125], [-8.232, -1.987, 5.136], [-6.237, -0.860, 3.097], [-7.247, -2.301, 2.888], [-5.958, -2.304, 4.092], [2.378, -1.995, 6.107], [3.478, -2.317, 5.108], [3.960, -1.091, 4.328], [2.895, -0.417, 3.453], [2.245, -1.325, 2.404], [3.235, -1.858, 1.378], [1.480, -1.614, 5.614], [2.095, -2.900, 6.659], [2.718, -1.251, 6.835], [3.136, -3.098, 4.423], [4.332, -2.739, 5.653], [4.814, -1.382, 3.706], [4.344, -0.347, 5.036], [3.358, 0.437, 2.943], [2.109, 0.002, 4.089], [1.473, -0.749, 1.877], [1.730, -2.161, 2.887], [3.725, -1.035, 0.848], [2.715, -2.476, 0.640], [4.004, -2.479, 1.843], [7.396, -5.428, -0.884], [7.209, -4.091, -1.583], [5.875, -3.418, -1.248], [4.627, -4.200, -1.675], [4.542, -4.526, -3.169], [4.478, -3.286, -4.049], [6.638, -6.155, -1.187], [8.378, -5.849, -1.133], [7.348, -5.309, 0.204], [7.312, -4.224, -2.664], [8.022, -3.421, -1.279], [5.859, -2.422, -1.706], [5.824, -3.251, -0.165], [3.741, -3.618, -1.388], [4.568, -5.135, -1.108], [3.638, -5.124, -3.344], [5.388, -5.151, -3.474], [3.609, -2.672, -3.792], [4.392, -3.576, -5.101], [5.378, -2.674, -3.950], [3.972, -7.867, -5.087], [4.125, -6.792, -6.152], [2.811, -6.462, -6.867], [2.185, -7.625, -7.647], [3.080, -8.241, -8.727], [3.451, -7.259, -9.829], [3.645, -8.819, -5.514], [4.932, -8.040, -4.587], [3.247, -7.560, -4.326], [4.889, -7.095, -6.874], [4.499, -5.879, -5.675], [2.981, -5.616, -7.543], [2.082, -6.112, -6.126], [1.260, -7.267, -8.116], [1.883, -8.413, -6.950], [2.546, -9.087, -9.180], [3.990, -8.654, -8.281], [2.553, -6.871, -10.321], [4.066, -7.756, -10.585], [4.026, -6.415, -9.441]], "forces_ev_per_a": [[1.34, 0.60, 1.10], [-1.99, -0.95, -0.27], [0.04, 0.54, 0.81], [0.66, -1.92, 2.50], [-1.14, 3.43, -0.65], [-0.02, -0.65, -0.05], [3.39, 1.51, 2.32], [-1.23, 0.97, 0.01], [0.09, -1.50, -3.10], [-1.62, 0.46, 1.35], [0.34, -1.06, -0.31], [-1.02, 0.05, 0.97], [-1.70, -0.61, 0.64], [-0.18, 0.57, 0.03], [-0.93, 1.90, 0.05], [0.34, -5.35, -7.57], [3.27, 3.15, 4.16], [-3.78, 2.85, 3.10], [0.27, 0.71, -1.13], [0.37, 3.63, -0.05], [2.25, -2.16, 2.26], [-0.27, 1.37, 0.53], [-2.43, -3.44, 1.28], [-1.74, -0.91, -1.66], [0.72, -0.35, -2.02], [1.62, 1.28, 1.01], [2.74, 2.22, -2.58], [2.69, -2.62, -4.86], [1.57, 1.41, -0.63], [1.52, 3.93, 0.40], [-2.79, 1.83, 4.15], [-2.61, -1.79, 1.66], [-0.64, -3.19, -1.28], [-1.91, -2.06, 2.57], [0.28, -1.53, -0.44], [3.53, -1.51, 7.63], [-4.32, 1.49, -8.22], [-1.78, -0.63, 1.09], [0.48, 2.06, -0.44], [-1.85, -0.88, 1.17], [-0.57, -0.74, -2.37], [0.09, 1.57, -1.40], [-0.95, -1.70, -1.21], [1.94, -0.61, 0.45], [1.76, -0.63, -0.84], [-0.63, -1.03, -1.18], [-0.85, -0.41, 0.28], [-0.56, -1.28, -1.29], [0.70, 2.42, -0.39], [0.69, -0.60, -2.52], [1.19, -2.47, -0.93], [0.29, 0.34, 2.24], [2.16, -1.57, -0.32], [-0.27, 1.01, -2.41], [-1.18, -0.70, 2.30], [2.35, -1.09, 1.03], [-1.85, -2.11, -0.08], [2.11, -0.02, -1.68], [-0.69, 2.58, -0.66], [2.74, 0.02, -0.05], [-0.13, 2.55, 1.12], [-1.12, -1.79, 0.09], [-1.25, 1.40, 1.87], [-0.06, -1.72, 0.60], [0.50, -2.27, 1.38], [-1.92, -1.01, -1.46], [1.96, 1.07, -1.45], [0.87, 2.89, 0.47], [-0.95, 1.47, 2.01], [-1.87, -1.03, 1.79], [-0.91, -2.77, -0.33], [2.15, 1.33, -0.83], [0.66, 2.20, -1.57], [0.05, 1.86, 1.86], [-0.12, -0.21, 0.15], [0.17, 0.12, 0.03], [0.07, -0.06, -0.10], [-0.11, -0.07, 0.09], [0.03, 0.20, -0.04], [-0.10, -0.19, -0.07], [0.05, -0.01, 0.07], [-0.01, 0.21, -0.05], [-0.08, -0.04, -0.08], [0.04, 0.04, -0.02], [-0.08, 0.02, -0.12], [-0.07, 0.04, 0.02], [-0.03, -0.06, -0.02], [0.00, -0.01, 0.00], [0.06, -0.01, -0.01], [0.02, -0.10, 0.12], [0.02, 0.09, 0.01], [0.04, -0.14, 0.04], [0.14, 0.08, 0.01], [-0.01, 0.06, -0.05], [-0.11, -0.22, 0.16], [0.19, 0.14, 0.04], [0.02, -0.12, -0.10], [0.04, 0.05, 0.01], [0.10, 0.15, 0.06], [-0.13, -0.13, -0.12], [0.04, 0.00, 0.06], [-0.02, 0.21, -0.04], [-0.07, -0.04, -0.08], [0.03, 0.03, -0.02], [-0.09, 0.02, -0.11], [-0.07, 0.06, 0.03], [-0.03, -0.06, -0.04], [-0.08, -0.11, 0.06], [0.02, 0.00, 0.01], [-0.01, -0.04, 0.08], [-0.01, 0.06, 0.00], [0.04, -0.07, 0.04], [0.13, 0.04, 0.01], [-0.02, 0.06, -0.06], [0.23, -0.16, -0.06], [-0.05, 0.16, 0.15], [0.00, 0.07, -0.11], [0.04, -0.07, 0.02], [-0.19, 0.02, 0.14], [0.07, -0.07, -0.19], [0.06, 0.03, 0.06], [-0.18, 0.00, 0.10], [-0.04, -0.05, -0.10], [-0.04, 0.04, 0.01], [-0.10, -0.04, -0.08], [-0.03, -0.06, 0.03], [0.02, -0.02, -0.06], [0.05, -0.05, -0.04], [0.01, 0.06, 0.00], [0.17, 0.01, 0.03], [-0.04, 0.00, 0.05], [0.07, 0.01, -0.01], [-0.02, 0.12, 0.06], [-0.07, 0.01, 0.00], [0.24, -0.08, 0.13], [-0.15, 0.16, 0.02], [0.08, 0.04, -0.11], [0.00, -0.05, 0.04], [-0.21, -0.02, -0.02], [0.15, -0.09, -0.11], [0.00, 0.07, 0.07], [-0.19, -0.03, -0.02], [0.03, -0.08, -0.07], [-0.05, 0.02, -0.02], [-0.01, -0.09, -0.10], [-0.04, -0.07, 0.02], [0.05, -0.02, -0.01], [0.08, -0.05, 0.02], [0.00, 0.06, 0.00], [0.10, 0.09, 0.13], [-0.06, 0.01, 0.02], [0.09, 0.02, 0.04], [-0.08, 0.13, 0.02], [-0.05, -0.01, -0.05]]}